1.
Computed, not measured: an isolated ion of composition C3H6N3O and charge +1 in a non-equilibrium geometry, with the ωB97M-V functional and the def2-TZVPD basis.

Each line ends with the Löwdin charge.
Atoms and positions in Å:
C (-0.650, -0.708, -0.819)  -0.08
C (1.474, -1.203, 0.661)  -0.20
C (-0.982, 1.749, -0.517)  -0.18
N (-0.974, 0.491, -0.416)  0.14
N (0.352, -1.494, -0.336)  0.09
N (1.819, -0.066, 0.917)  0.16
O (-1.627, 2.536, 0.292)  0.16
H (-1.498, -1.185, -1.420)  0.18
H (1.723, -2.188, 1.155)  0.15
H (-0.293, 2.144, -1.360)  0.20
H (0.387, -2.503, -0.531)  0.15
H (2.561, 0.258, 1.499)  0.08
H (-2.292, 2.167, 0.875)  0.15

Summary:
HOMO level ... -14.54 eV
Max |F| ... 2.5 eV Å⁻¹
Charge ... +1
DFT total energy ... -357.11691 hartree
SMILES string ... [H]/N=C/[NH+]=C\N=C\O
Frontier orbital gap ... 10.275 eV
Lowest unoccupied orbital energy ... -0.157 Eh

***

2.
Computed, not measured: an isolated ion of composition C3H6N3O and charge +1 in a non-equilibrium geometry, with the ωB97M-V functional and the def2-TZVPD basis.

Each line ends with the Löwdin charge.
Atoms and positions in Å:
C (1.727, 1.286, 0.198)  -0.19
C (-0.582, 0.752, -0.556)  -0.17
C (0.544, 1.669, -0.188)  -0.08
N (0.007, -2.784, -0.049)  0.19
N (0.206, -1.710, -0.379)  0.13
N (-0.666, -0.408, 0.363)  0.04
O (2.758, 0.950, 0.591)  0.23
H (-1.518, 1.313, -0.525)  0.13
H (-0.461, 0.343, -1.567)  0.13
H (0.403, 2.733, -0.314)  0.13
H (-0.586, -3.266, 0.628)  0.15
H (-0.200, -0.191, 1.253)  0.15
H (-1.633, -0.688, 0.547)  0.15

Summary:
HOMO level ... -13.31 eV
Max |F| ... 1.8 eV Å⁻¹
Charge ... +1
DFT total energy ... -357.03304 hartree
SMILES string ... [H]/N=N\[NH2+]CC=C=O
Frontier orbital gap ... 8.439 eV
Lowest unoccupied orbital energy ... -0.179 Eh

***

3.
Computed, not measured: an isolated ion of composition C3H6N3O and charge +1 in a non-equilibrium geometry, with the ωB97M-V functional and the def2-TZVPD basis.

Each line ends with the Löwdin charge.
Atoms and positions in Å:
C (-0.854, 0.292, -0.510)  -0.01
C (-1.576, 0.457, 0.696)  -0.11
C (0.634, -1.315, -0.676)  -0.05
N (0.586, -0.068, -0.378)  -0.15
N (0.327, -2.411, -1.087)  0.32
N (1.633, 0.828, -0.134)  0.12
O (-1.445, 0.125, 1.979)  0.08
H (-1.186, 0.809, -1.430)  0.13
H (-2.605, 0.691, 0.686)  0.12
H (-0.633, -0.161, 2.457)  0.15
H (0.001, -3.273, -0.694)  0.13
H (2.033, 1.113, -1.086)  0.15
H (1.133, 1.657, 0.218)  0.12

Summary:
HOMO level ... -14.19 eV
Max |F| ... 3.8 eV Å⁻¹
Charge ... +1
DFT total energy ... -357.02036 hartree
SMILES string ... [NH+]#CN(N)/C=C\O
Frontier orbital gap ... 9.563 eV
Lowest unoccupied orbital energy ... -0.170 Eh

***

4.
Computed, not measured: a 2-piece molecular cluster, C3H6N3P overall in a non-equilibrium geometry, with the ωB97M-V functional and the def2-TZVPD basis.

Each line ends with the Löwdin charge.
Atoms and positions in Å:
C (1.941, 0.164, 0.109)  -0.20
C (0.745, -1.556, 0.144)  -0.26
C (0.630, 0.613, 0.129)  -0.50
N (2.018, -1.135, 0.134)  0.04
N (-0.151, -0.512, 0.139)  -0.04
N (0.107, 1.855, 0.008)  0.03
P (-2.615, -0.523, 0.152)  0.82
H (2.827, 0.709, -0.044)  0.08
H (0.375, -2.492, 0.189)  0.05
H (0.770, 2.649, 0.392)  0.14
H (-0.891, 2.010, 0.477)  0.11
H (-2.708, -1.795, -0.648)  -0.13
H (-3.049, 0.012, -1.180)  -0.14

Summary:
HOMO level ... -6.93 eV
Max |F| ... 5.5 eV Å⁻¹
Charge ... 0
DFT total energy ... -623.39299 hartree
Frontier orbital gap ... 4.852 eV
Lowest unoccupied orbital energy ... -0.076 Eh

***

5.
Computed, not measured: an isolated molecule of C3H6N3P in a non-equilibrium geometry, with the ωB97M-V functional and the def2-TZVPD basis.

Each line ends with the Löwdin charge.
Atoms and positions in Å:
C (0.760, 0.785, -0.520)  -0.21
C (2.454, -0.272, 0.177)  -0.31
C (0.331, -0.334, 0.249)  -0.41
N (2.072, 0.697, -0.664)  0.00
N (1.474, -0.910, 0.827)  0.04
N (-1.044, -0.712, 0.457)  -0.12
P (-2.624, 0.356, 0.041)  0.93
H (0.268, 1.435, -1.150)  0.05
H (3.405, -0.719, 0.212)  0.07
H (-1.285, -1.017, 1.354)  0.07
H (-1.126, -1.552, -0.133)  0.13
H (-2.207, 0.557, -1.218)  -0.14
H (-2.480, 1.688, 0.367)  -0.12

Summary:
HOMO level ... -7.57 eV
Max |F| ... 4.3 eV Å⁻¹
Charge ... 0
DFT total energy ... -623.41266 hartree
Frontier orbital gap ... 6.514 eV
Lowest unoccupied orbital energy ... -0.039 Eh

***

6.
Computed, not measured: an isolated ion of composition C3H6N3S and charge +1 in a non-equilibrium geometry, with the ωB97M-V functional and the def2-TZVPD basis.

Each line ends with the Löwdin charge.
Atoms and positions in Å:
C (-0.476, -1.677, -0.034)  -0.05
C (0.748, 0.460, 0.257)  -0.07
C (1.959, 1.135, -0.128)  -0.08
N (-1.598, -1.219, 0.205)  0.04
N (-2.286, -0.289, 0.508)  -0.33
N (0.615, -0.791, -0.114)  0.00
S (-2.971, 0.982, -0.144)  1.00
H (-0.388, -2.711, -0.134)  0.14
H (1.638, 1.562, -1.084)  0.12
H (2.828, 0.541, -0.259)  0.08
H (2.181, 1.911, 0.448)  0.03
H (1.394, -1.399, -0.471)  0.17
H (-3.641, 1.493, 0.949)  -0.04

Summary:
HOMO level (alpha / beta) ... -12.61 / -12.61 eV
Max |F| ... 4.3 eV Å⁻¹
Charge ... +1
DFT total energy ... -679.89981 hartree
Frontier orbital gap (alpha / beta) ... 6.627 / 6.628 eV
Lowest unoccupied orbital energy (alpha / beta) ... -0.220 / -0.220 Eh

***

7.
Computed, not measured: an isolated molecule of C3H6N4 in a non-equilibrium geometry, with the ωB97M-V functional and the def2-TZVPD basis.

Each line ends with the Löwdin charge.
Atoms and positions in Å:
C (-1.922, -0.107, -0.144)  -0.12
C (0.048, 1.136, 0.134)  -0.20
C (1.373, -1.137, 0.064)  -0.20
H (-2.346, 0.734, -0.898)  0.13
H (-2.285, -1.152, -0.227)  0.08
H (-2.013, 0.194, 1.060)  0.13
H (-0.527, 1.958, 0.379)  0.09
H (2.843, 0.196, -0.226)  0.08
H (2.027, -2.020, 0.346)  0.14
N (-0.554, -0.005, -0.354)  -0.25
N (1.348, 1.298, 0.138)  0.08
N (1.898, 0.048, -0.461)  -0.02
N (0.109, -1.143, 0.190)  0.06

Summary:
HOMO level ... -8.40 eV
Max |F| ... 4.1 eV Å⁻¹
Charge ... 0
DFT total energy ... -336.81889 hartree
SMILES string ... CN1C=NNC=N1
Frontier orbital gap ... 9.516 eV
Lowest unoccupied orbital energy ... 0.041 Eh

***

8.
Computed, not measured: an isolated molecule of C3H6N4 in a non-equilibrium geometry, with the ωB97M-V functional and the def2-TZVPD basis.

Each line ends with the Löwdin charge.
Atoms and positions in Å:
C (0.643, 0.647, 1.232)  -0.17
C (0.532, -1.424, 0.000)  -0.23
C (1.322, -0.357, 0.632)  -0.11
N (-0.631, 0.913, 0.830)  0.08
N (-0.071, -0.500, -0.891)  0.05
N (-0.815, 0.382, -0.332)  -0.34
N (-1.805, 0.929, -1.110)  0.12
H (1.075, 1.375, 1.895)  0.10
H (1.105, -2.154, -0.566)  0.11
H (-0.180, -1.928, 0.669)  0.12
H (2.396, -0.434, 0.721)  0.09
H (-1.857, 1.935, -1.010)  0.09
H (-1.713, 0.615, -2.070)  0.10

Summary:
HOMO level ... -8.58 eV
Max |F| ... 2.8 eV Å⁻¹
Charge ... 0
DFT total energy ... -336.80148 hartree
Frontier orbital gap ... 9.691 eV
Lowest unoccupied orbital energy ... 0.041 Eh

***

9.
Computed, not measured: an isolated molecule of C3H6N4 in a non-equilibrium geometry, with the ωB97M-V functional and the def2-TZVPD basis.

Each line ends with the Löwdin charge.
Atoms and positions in Å:
C (-1.148, -0.102, -0.129)  -0.60
C (1.167, -0.872, 0.320)  -0.12
C (1.547, 0.407, -0.464)  -0.14
H (-2.863, 0.869, -0.280)  0.06
H (-0.770, -1.930, -0.396)  0.15
H (1.305, -0.696, 1.476)  0.15
H (1.760, -1.709, -0.004)  0.09
H (2.571, 0.578, -0.676)  0.08
H (-1.055, 2.089, 0.531)  0.18
N (-2.429, -0.103, -0.214)  0.07
N (-0.242, -1.062, -0.264)  0.04
N (0.717, 1.442, -0.307)  0.03
N (-0.559, 1.090, 0.408)  0.00

Summary:
HOMO level ... -8.76 eV
Max |F| ... 5.6 eV Å⁻¹
Charge ... 0
DFT total energy ... -336.83970 hartree
SMILES string ... [H]/N=C1/NCC=NN1
Frontier orbital gap ... 9.552 eV
Lowest unoccupied orbital energy ... 0.029 Eh